54
Properties=species:S:1:pos:R:3:forces:R:3 method="wB97M-V/def2-TZVPD" max_force_ev_per_a=14.1 e_homo_ha=-0.2857 total_energy_ha=-17467.9111 total_charge=0 molar_mass_da=919.69
C -30.33299 16.75165 -17.33251 1.6 0.2 0.0
C -29.66465 15.38151 -17.09634 -0.5 0.9 0.3
O -30.43836 14.51712 -16.21945 3.1 1.3 2.3
P -29.57969 13.67930 -15.12366 0.3 -0.7 0.3
O -28.43261 12.98636 -15.77882 -0.4 2.4 2.3
O -30.68894 12.74747 -14.38017 0.6 1.6 -0.8
C -30.58257 11.31680 -14.17901 0.6 0.3 -0.7
C -31.79158 10.60689 -13.54681 1.9 -1.2 0.6
O -29.16674 14.77218 -14.01583 -0.7 -0.5 -1.0
C -30.19037 15.43956 -13.24884 0.9 -0.4 1.5
C -29.51125 16.36115 -12.24161 -0.4 -0.2 -0.1
H -29.50327 17.39495 -17.62548 0.1 0.1 -0.2
H -31.04178 16.77496 -18.16025 0.2 -0.2 0.3
H -30.72958 17.22686 -16.43529 0.0 -0.3 -0.1
H -29.58795 14.91445 -18.07821 0.2 0.1 0.3
H -28.67528 15.51178 -16.65787 0.0 0.0 -0.2
H -30.46010 10.98752 -15.21083 0.0 -0.8 1.0
H -29.63992 11.22927 -13.63877 -0.2 -0.7 0.2
H -32.51854 11.21297 -13.00615 1.3 -0.6 0.5
H -32.28363 10.04944 -14.34382 0.0 0.1 0.3
H -31.37583 9.82846 -12.90704 0.2 0.0 0.4
H -31.03558 15.88195 -13.77609 2.2 1.6 -0.6
H -30.80665 14.67172 -12.78117 1.0 -0.3 0.9
H -29.63465 15.88522 -11.26879 0.0 0.6 0.2
H -28.44030 16.49981 -12.38977 -0.1 -0.2 -0.3
H -29.98955 17.33720 -12.32313 0.1 0.0 0.5
C -34.12125 18.02159 -18.70679 1.3 -0.4 0.0
C -34.76290 19.29557 -19.20489 -1.7 -3.9 -0.4
C -36.27527 19.28885 -18.83207 -0.4 2.0 -2.4
F -36.85775 18.16353 -19.20980 -0.1 -2.3 0.3
F -36.59893 19.58018 -17.57531 0.4 0.1 0.4
F -34.18413 20.35404 -18.84262 1.8 3.7 2.5
F -34.62985 19.31984 -20.54778 -0.7 -0.6 -1.2
O -34.55911 17.86843 -17.36806 2.1 -1.8 1.6
C -33.99614 16.70058 -16.69435 1.2 1.6 -3.7
C -34.20399 16.97962 -15.25850 -4.0 0.7 0.4
F -34.00253 15.99099 -14.35606 -8.4 8.0 0.4
F -33.54448 18.04777 -14.86587 1.1 0.8 0.1
F -34.67884 15.68222 -17.28641 3.6 7.3 -8.5
F -32.65225 16.39619 -16.89487 -2.6 0.9 -0.3
H -33.03421 18.09522 -18.73885 0.2 0.5 0.1
H -34.30963 17.15565 -19.34142 -0.8 0.1 0.0
H -36.73714 19.96402 -19.55244 0.1 1.2 0.5
H -35.27790 17.16620 -15.26090 -0.2 0.4 0.5
C -33.49430 13.61660 -15.37599 -3.2 0.8 3.1
Br -35.20548 14.54021 -15.88311 -4.0 -10.9 7.9
Br -33.85567 11.84335 -14.47479 -2.2 3.1 -2.2
Br -32.53685 14.89519 -14.20362 7.0 -10.1 -0.2
H -32.86388 13.30293 -16.20803 -1.6 0.1 2.2
C -30.34463 12.58130 -18.31075 0.4 -0.8 -0.5
Br -29.44203 11.18032 -17.12575 -1.8 -0.4 -3.6
Br -31.95355 13.45955 -17.56805 0.7 -2.9 -6.5
Br -30.68084 11.91128 -20.15657 0.1 0.1 1.1
H -29.60125 13.35595 -18.49891 -0.2 -0.6 0.4

40
Properties=species:S:1:pos:R:3:forces:R:3 method="wB97M-V/def2-TZVPD" max_force_ev_per_a=0.3 e_homo_ha=-0.2487 total_energy_ha=-2273.9136 total_charge=0 molar_mass_da=414.88
Sr -0.31968 1.05502 0.00959 0.1 0.0 -0.1
Cl -1.94202 1.35159 -2.58117 0.0 0.0 0.0
C -3.20493 1.68527 -1.39485 0.1 0.0 -0.1
C -4.35660 0.92487 -1.52609 0.0 0.1 0.1
C -5.39163 1.11828 -0.63400 0.0 0.0 0.0
C -5.25087 2.06339 0.37090 0.0 0.0 0.0
C -4.09006 2.80280 0.47628 0.1 0.0 0.0
Cl -3.99092 3.94197 1.77728 0.0 0.0 0.0
C -2.99019 2.66263 -0.40684 -0.2 0.0 0.1
S -1.54001 3.61716 -0.23689 0.0 0.1 -0.1
H -4.42473 0.19355 -2.31887 0.0 0.0 0.0
H -6.30094 0.53880 -0.71545 0.0 0.0 0.0
H -6.04090 2.23187 1.08935 0.0 0.0 0.0
C -3.21748 -1.10763 2.96451 0.0 0.0 0.0
C -2.44592 -0.58488 1.74959 0.0 -0.1 0.0
C -2.75635 -1.47098 0.54229 0.0 0.0 -0.1
C -0.93047 -0.48719 1.96598 0.1 -0.1 0.1
H -4.29785 -1.13998 2.78791 0.0 0.0 0.0
H -3.03413 -0.47683 3.83582 0.0 0.0 0.0
H -2.88116 -2.11908 3.21052 0.0 0.0 0.0
H -2.85594 0.41681 1.53695 0.0 0.0 0.0
H -2.35940 -2.47710 0.70687 0.0 0.0 0.0
H -2.30329 -1.10214 -0.38890 0.0 0.0 0.0
H -3.82933 -1.55418 0.35463 0.0 0.0 0.0
H -0.54376 -1.51447 2.07692 0.0 0.0 0.0
H -0.75355 0.00073 2.93934 0.0 0.0 0.0
C 3.43225 -1.66898 0.47152 0.0 -0.1 0.0
P 3.07858 -0.00120 1.03740 0.1 -0.1 0.0
C 2.51056 -0.15355 2.72604 0.0 0.0 0.1
C 4.64838 0.86514 1.07724 0.1 0.0 0.0
O 2.10295 0.69715 0.13137 -0.2 0.1 -0.1
H 4.17822 -2.15846 1.09819 0.0 0.0 0.0
H 3.79874 -1.62932 -0.55420 0.0 0.0 0.0
H 2.51335 -2.25581 0.49701 0.0 0.0 0.0
H 3.21783 -0.73495 3.31927 0.0 0.0 0.0
H 1.52987 -0.63349 2.72207 0.0 0.0 0.0
H 2.40346 0.83342 3.17755 0.0 0.0 0.0
H 5.35918 0.35853 1.73088 0.0 0.0 0.0
H 4.49416 1.88152 1.43849 0.0 0.0 0.0
H 5.05643 0.91237 0.06773 0.0 0.0 0.0

40
Properties=species:S:1:pos:R:3:forces:R:3 method="wB97M-V/def2-TZVPD" max_force_ev_per_a=2.3 e_homo_ha=-0.2355 total_energy_ha=-2273.8952 total_charge=0 molar_mass_da=414.88
Sr -0.12850 -0.18457 0.40044 0.5 -1.9 1.2
Cl 0.84326 -0.00256 3.39590 -0.4 0.0 -0.1
C 2.58277 -0.04530 3.44756 0.6 0.0 -0.1
C 3.14889 -0.17036 4.70449 -0.2 0.0 0.1
C 4.52215 -0.22632 4.84120 0.0 0.0 -0.1
C 5.31518 -0.16282 3.70695 0.1 0.0 0.0
C 4.73673 -0.03775 2.45857 -0.3 0.0 0.1
Cl 5.79611 0.02407 1.09177 0.1 0.0 0.0
C 3.33722 0.04076 2.26499 0.1 0.0 0.1
S 2.67779 0.24094 0.67632 0.0 0.1 -0.3
H 2.50458 -0.22799 5.57179 0.0 0.0 0.0
H 4.97412 -0.32124 5.81843 0.0 0.0 0.0
H 6.39305 -0.21229 3.78056 0.0 0.0 0.0
C -3.22563 -3.95553 -0.89838 -0.2 0.2 0.0
C -2.71962 -2.55058 -0.53254 0.2 -0.4 0.0
C -2.69795 -1.69414 -1.80144 -0.1 -0.1 0.2
C -1.34774 -2.58359 0.15777 0.0 0.6 -0.1
H -4.22551 -3.92448 -1.34950 0.0 -0.1 0.0
H -3.27270 -4.58994 -0.01282 0.0 0.0 0.0
H -2.54340 -4.41940 -1.61514 0.0 0.0 0.0
H -3.44910 -2.10816 0.15750 0.0 0.0 0.0
H -1.91983 -2.06169 -2.47848 0.0 0.0 0.0
H -2.48623 -0.65148 -1.54724 0.0 0.0 -0.1
H -3.65547 -1.73216 -2.33012 0.0 0.1 -0.1
H -0.68260 -3.22471 -0.44291 0.0 0.0 0.0
H -1.45459 -3.09346 1.12405 0.1 0.0 0.0
C -1.79122 1.67971 -3.24097 0.2 0.1 0.3
P -1.01406 2.36957 -1.76115 -0.1 0.8 -0.9
C 0.73964 2.62596 -2.11784 -0.3 -0.1 0.1
C -1.68985 4.02475 -1.50197 0.1 -0.3 0.1
O -1.24147 1.48897 -0.56896 -0.5 0.8 -0.4
H -1.73746 2.36566 -4.08506 0.0 0.0 0.0
H -2.83237 1.46438 -3.00176 0.0 0.0 0.0
H -1.29242 0.74309 -3.49115 0.0 0.0 0.0
H 0.87417 3.10203 -3.08849 0.0 0.0 0.0
H 1.27474 1.67490 -2.10313 0.0 0.0 -0.1
H 1.15622 3.26368 -1.33807 0.1 0.0 0.0
H -1.59709 4.63855 -2.39697 0.0 0.0 0.0
H -1.13512 4.48626 -0.68442 0.0 0.0 0.0
H -2.73669 3.94726 -1.20978 0.0 0.0 -0.1

47
Properties=species:S:1:pos:R:3:forces:R:3 method="wB97M-V/def2-TZVPD" max_force_ev_per_a=0.7 e_homo_ha=-0.5863 total_energy_ha=-2669.9879 total_charge=+2 molar_mass_da=416.28
Co -0.11848 -0.92816 -0.62759 0.3 0.1 0.0
N -1.62243 0.25781 -0.51286 -0.1 -0.1 0.2
C -2.86143 -0.51665 -0.22370 0.0 0.0 0.0
C -2.79090 -1.76898 -1.06414 0.1 0.0 0.0
N -1.42459 -2.35086 -0.87789 -0.2 -0.2 0.0
C -1.39534 -3.22302 0.34469 0.0 0.1 0.0
C -0.13314 -2.92567 1.12667 0.0 0.0 0.0
N -0.06918 -1.44090 1.25910 0.0 0.1 0.0
C -0.94728 -3.07328 -2.09789 0.0 0.0 0.1
C -0.67463 -2.05888 -3.19335 -0.1 0.1 0.0
N 0.11423 -0.95131 -2.58640 0.1 -0.1 0.0
H -1.51302 0.98723 0.21426 -0.1 0.1 -0.3
H -1.72293 0.75588 -1.39640 0.0 0.1 0.1
H -3.74667 0.07908 -0.44041 0.0 0.0 0.0
H -2.87069 -0.73268 0.84425 0.0 0.0 0.0
H -2.93079 -1.51210 -2.11102 0.0 0.0 0.0
H -3.55289 -2.50262 -0.80281 0.0 0.0 0.0
H -1.49033 -4.27208 0.06685 0.1 0.0 0.0
H -2.26088 -2.97239 0.95877 0.0 0.0 0.0
H 0.76574 -3.24184 0.59225 0.0 0.0 0.0
H -0.13081 -3.41995 2.09717 0.0 0.0 0.0
H 0.81703 -1.15369 1.67228 0.0 0.0 0.0
H -0.80164 -1.09122 1.87523 0.0 -0.1 0.0
H -1.67651 -3.82445 -2.40666 0.0 0.0 0.0
H -0.02636 -3.59578 -1.82676 0.0 0.0 0.0
H -1.59657 -1.64534 -3.59384 0.0 0.0 0.0
H -0.14565 -2.51419 -4.02871 0.0 0.0 0.0
H 0.01713 -0.07705 -3.09788 -0.1 0.0 0.0
H 1.11564 -1.15533 -2.62299 0.0 0.0 -0.1
O 3.69134 -0.10672 -0.03657 0.3 0.0 0.0
C 2.59460 0.34818 -0.00499 -0.4 -0.3 0.1
O 1.55829 -0.32520 -0.59542 0.1 0.4 0.1
C 2.24009 1.64384 0.65648 -0.1 0.0 -0.1
C 0.91752 1.99049 0.84201 -0.1 0.0 0.0
C 0.57556 3.18434 1.44226 0.0 -0.3 0.1
C 1.52996 4.06971 1.89512 0.0 0.0 0.0
C 2.84966 3.69472 1.70310 0.0 0.0 -0.1
C 3.23590 2.51381 1.10066 0.0 -0.1 0.0
N 3.90778 4.62816 2.17216 -0.1 -0.1 0.2
O 3.52909 5.64821 2.69291 0.0 0.2 0.0
O 5.04815 4.26910 2.01751 0.1 0.0 -0.1
N -0.86316 3.48619 1.57063 0.0 0.1 -0.7
O -1.66042 2.69674 1.04235 0.1 -0.3 0.3
O -1.18564 4.50751 2.08611 0.0 0.3 0.4
H 0.13674 1.32779 0.52686 0.2 0.1 0.0
H 1.28206 5.01239 2.36382 0.0 0.0 0.0
H 4.28585 2.27916 0.98479 0.0 0.0 0.0